w.
The following is a DFT calculation (ωB97M-V/def2-TZVPD) of a cluster of 2 separate species, C5H14 in total.

Last columns: bonded neighbours and bond lengths (Å).
Cartesian coordinates (Å):
1 C 0.7648 1.5959 -0.7196  C2 1.594, H4 1.094, H5 1.092, H6 1.040
2 C 0.8468 1.0195 0.7646  C1 1.594, C3 1.530, H7 1.093, H8 1.115
3 C 0.5646 2.2043 1.6909  C2 1.530, H9 1.094, H10 1.106, H11 1.092
4 H -0.0986 2.2622 -0.8122  C1 1.094
5 H 0.9338 0.8519 -1.5011  C1 1.092
6 H 1.7533 1.9170 -0.7603  C1 1.040
7 H -0.0286 0.3719 0.8631  C2 1.093
8 H 1.8245 0.4919 0.8634  C2 1.115
9 H -0.3742 2.6707 1.3762  C3 1.094
10 H 0.3567 1.8604 2.7217  C3 1.106
11 H 1.2657 3.0379 1.6195  C3 1.092
12 C -0.3484 -2.7165 -0.6568  C13 1.530, H14 1.135, H15 1.111, H16 1.090
13 C -1.5868 -1.8672 -0.9473  C12 1.530, H17 1.117, H18 1.108, H19 1.093
14 H 0.4179 -2.0035 -0.2178  C12 1.135
15 H -0.5751 -3.2620 0.2837  C12 1.111
16 H 0.0834 -3.4463 -1.3417  C12 1.090
17 H -2.3467 -2.4914 -1.4768  C13 1.117
18 H -1.4098 -1.0682 -1.6938  C13 1.108
19 H -2.0433 -1.4284 -0.0558  C13 1.093

Its orbital gap is 12.111 eV. As for the structure (SMILES): CCC.CC. For the LUMO energy, the calculation gives 0.041 hartree. As for the net charge: 0.

Atomic partial charges in e from the Mulliken method, atoms 1 to 8: C -1.265; C 0.050; C -1.238; H 0.345; H 0.324; H 0.423; H 0.052; H 0.307

=====

x.
The following is a DFT calculation (ωB97M-V/def2-TZVPD) of a cluster of 2 separate species, C5H14 in total.

Last columns: bonded neighbours and bond lengths (Å).
Cartesian coordinates (Å):
1 C 1.9332 1.4760 -1.6823  C2 1.519, H4 1.091, H5 1.087, H6 1.095
2 C 0.4360 1.2552 -1.5495  C1 1.519, C3 1.515, H7 1.090, H8 1.097
3 C 0.0208 -0.2007 -1.5009  C2 1.515, H9 1.087, H10 1.089, H11 1.100
4 H 2.2969 1.0019 -2.5956  C1 1.091
5 H 2.4342 1.1120 -0.7883  C1 1.087
6 H 2.1457 2.5410 -1.8226  C1 1.095
7 H 0.0309 1.8381 -0.7230  C2 1.090
8 H -0.1167 1.7691 -2.3454  C2 1.097
9 H 0.5378 -0.8339 -2.2170  C3 1.087
10 H 0.0630 -0.6940 -0.5306  C3 1.089
11 H -1.0712 -0.2431 -1.6288  C3 1.100
12 C -1.0188 -0.6021 2.7170  C13 1.572, H14 1.080, H15 1.096, H16 1.091
13 C -1.1420 -1.6526 1.5543  C12 1.572, H17 1.074, H18 1.091, H19 1.088
14 H -1.6783 0.2485 2.6224  C12 1.080
15 H -1.1895 -1.1070 3.6752  C12 1.096
16 H 0.0362 -0.3573 2.8481  C12 1.091
17 H -0.2118 -1.7537 1.0264  C13 1.074
18 H -1.9409 -1.2536 0.9280  C13 1.091
19 H -1.5655 -2.5438 2.0127  C13 1.088

Its orbital gap is 12.122 eV. As for the structure (SMILES): CCC.CC. For the LUMO energy, the calculation gives 0.041 hartree. As for the net charge: 0.

Atomic partial charges in e from the Mulliken method, atoms 1 to 8: C -1.130; C -0.269; C -0.592; H 0.311; H 0.298; H 0.322; H 0.320; H 0.279

=====

Energies relative to the most stable structure are w 46.9; x 0.0, reported in kJ/mol.

=====

w.
The following is a DFT calculation (ωB97M-V/def2-TZVPD) of a cluster of 2 separate species, C5H14 in total.

Last columns: bonded neighbours and bond lengths (Å).
Cartesian coordinates (Å):
1 C 2.2032 0.8044 0.4187  C2 1.538, H4 1.085, H5 1.090, H6 1.082
2 C 0.7930 1.0240 0.9925  C1 1.538, C3 1.523, H7 1.086, H8 1.097
3 C 0.5346 2.4812 1.3531  C2 1.523, H9 1.087, H10 1.097, H11 1.094
4 H 2.9367 1.2278 1.0975  C1 1.085
5 H 2.3643 -0.2606 0.2511  C1 1.090
6 H 2.2314 1.2801 -0.5525  C1 1.082
7 H -0.0156 0.6922 0.3480  C2 1.086
8 H 0.7572 0.3511 1.8586  C2 1.097
9 H 0.5470 3.1187 0.4733  C3 1.087
10 H -0.4457 2.5730 1.8362  C3 1.097
11 H 1.2351 2.8198 2.1221  C3 1.094
12 C -1.7509 -1.2618 -1.4364  C13 1.530, H14 1.087, H15 1.086, H16 1.086
13 C -1.5141 -2.7356 -1.1026  C12 1.530, H17 1.091, H18 1.081, H19 1.093
14 H -1.4358 -1.0441 -2.4535  C12 1.087
15 H -2.7955 -0.9661 -1.4023  C12 1.086
16 H -1.1882 -0.6526 -0.7345  C12 1.086
17 H -1.3523 -2.9287 -0.0406  C13 1.091
18 H -0.7172 -3.1749 -1.6859  C13 1.081
19 H -2.3871 -3.3480 -1.3427  C13 1.093

Its orbital gap is 12.428 eV. As for the structure (SMILES): CCC.CC. For the LUMO energy, the calculation gives 0.041 hartree. As for the net charge: 0.

Atomic partial charges in e from the Mulliken method, atoms 1 to 8: C -1.123; C 0.064; C -1.193; H 0.326; H 0.322; H 0.307; H -0.127; H 0.304

=====

x.
The following is a DFT calculation (ωB97M-V/def2-TZVPD) of a cluster of 2 separate species, C5H14 in total.

Last columns: bonded neighbours and bond lengths (Å).
Cartesian coordinates (Å):
1 C -0.6071 1.5494 1.0895  C2 1.544, H4 1.101, H5 1.112, H6 1.087
2 C -1.0673 1.4956 -0.3830  C1 1.544, C3 1.534, H7 1.105, H8 1.100
3 C -0.1468 2.1416 -1.4265  C2 1.534, H9 1.086, H10 1.078, H11 1.092
4 H -0.4037 2.5459 1.5114  C1 1.101
5 H 0.3849 1.0702 1.2412  C1 1.112
6 H -1.1712 1.0208 1.8535  C1 1.087
7 H -1.1745 0.4066 -0.5330  C2 1.105
8 H -2.1173 1.8227 -0.4108  C2 1.100
9 H 0.3630 1.3676 -1.9926  C3 1.086
10 H -0.5324 2.9061 -2.0822  C3 1.078
11 H 0.6000 2.7053 -0.8644  C3 1.092
12 C 0.4692 -2.8463 -0.2432  C13 1.512, H14 1.096, H15 1.089, H16 1.084
13 C 1.2195 -2.1708 0.8819  C12 1.512, H17 1.108, H18 1.066, H19 1.126
14 H 1.1467 -3.1790 -1.0372  C12 1.096
15 H -0.0526 -3.7604 0.0342  C12 1.089
16 H -0.3443 -2.2541 -0.6452  C12 1.084
17 H 1.3634 -1.1278 0.5364  C13 1.108
18 H 2.0709 -2.6981 1.2468  C13 1.066
19 H 0.6189 -1.7980 1.7584  C13 1.126

Its orbital gap is 12.220 eV. As for the structure (SMILES): CCC.CC. For the LUMO energy, the calculation gives 0.041 hartree. As for the net charge: 0.

Atomic partial charges in e from the Mulliken method, atoms 1 to 8: C -1.268; C 0.020; C -1.015; H 0.370; H 0.260; H 0.378; H 0.032; H 0.321

=====

y.
The following is a DFT calculation (ωB97M-V/def2-TZVPD) of a cluster of 2 separate species, C5H14 in total.

Last columns: bonded neighbours and bond lengths (Å).
Cartesian coordinates (Å):
1 C -0.8356 -0.3780 2.9434  C2 1.529, H4 1.089, H5 1.097, H6 1.088
2 C -0.8114 -0.8551 1.4909  C1 1.529, C3 1.552, H7 1.091, H8 1.090
3 C 0.6225 -0.8485 0.8968  C2 1.552, H9 1.088, H10 1.087, H11 1.081
4 H -0.5438 -1.1537 3.6492  C1 1.089
5 H -1.8772 -0.1521 3.2012  C1 1.097
6 H -0.2916 0.5571 3.0571  C1 1.088
7 H -1.1515 -1.8889 1.4204  C2 1.091
8 H -1.4603 -0.2303 0.8768  C2 1.090
9 H 0.5232 -0.5599 -0.1474  C3 1.088
10 H 1.2350 -0.0812 1.3635  C3 1.087
11 H 1.0690 -1.8293 0.9799  C3 1.081
12 C 1.1993 1.1641 -2.3378  C13 1.540, H14 1.082, H15 1.090, H16 1.092
13 C -0.2342 0.8466 -2.8037  C12 1.540, H17 1.088, H18 1.096, H19 1.086
14 H 1.5314 2.1241 -2.7109  C12 1.082
15 H 1.2399 1.2558 -1.2527  C12 1.090
16 H 1.9209 0.4088 -2.6553  C12 1.092
17 H -0.6086 0.0143 -2.2123  C13 1.088
18 H -0.2494 0.5430 -3.8569  C13 1.096
19 H -0.7746 1.7871 -2.8490  C13 1.086

Its orbital gap is 12.527 eV. As for the structure (SMILES): CCC.CC. For the LUMO energy, the calculation gives 0.043 hartree. As for the net charge: 0.

Atomic partial charges in e from the Mulliken method, atoms 1 to 8: C -1.160; C -0.241; C -0.687; H 0.287; H 0.329; H 0.347; H 0.249; H 0.299

=====

Energies relative to the most stable structure are w 0.0; x 55.4; y 12.2, reported in kJ/mol.